Entry 1:
This record from OMol25 describes a molecular structure, Cl8Cs2O32. The level of theory is wB97M-V/def2-TZVPD.

```
42
Properties=species:S:1:pos:R:3:forces:R:3
Cs 0.306 0.391 0.398 -0.006 0.366 -0.711
Cs 0.801 -1.843 4.463 0.242 0.133 -0.937
Cl 0.818 4.516 -2.646 0.650 -4.673 4.433
O 2.048 5.232 -2.392 2.374 1.236 -4.001
O 1.055 3.040 -2.659 0.175 1.988 -0.405
O 0.312 4.812 -1.288 -3.674 -0.104 -1.479
O 0.043 4.722 -3.880 0.649 1.988 1.233
Cl 3.769 -0.793 -1.205 -0.473 -1.032 -1.002
O 5.025 -0.677 -0.588 3.671 -2.950 1.289
O 2.899 -1.863 -0.541 1.510 2.815 -1.522
O 3.402 0.559 -1.073 -4.497 2.507 0.473
O 3.884 -1.015 -2.647 -0.100 -1.294 0.770
Cl -3.541 0.260 2.697 -6.186 7.871 -8.354
O -4.946 0.162 3.141 1.247 -1.010 1.998
O -3.438 1.694 2.130 -0.015 -2.652 1.606
O -2.533 0.222 3.624 3.608 -2.602 4.541
O -3.471 -0.564 1.529 1.541 -1.950 0.894
Cl -4.983 1.908 -1.530 5.732 -3.378 -4.203
O -4.026 0.830 -1.940 -0.918 1.061 1.922
O -5.387 2.338 -2.864 -2.807 1.188 0.263
O -5.949 1.300 -0.684 -2.069 0.645 0.681
O -4.277 2.994 -0.938 -0.572 0.789 1.232
Cl -2.198 -1.561 -4.363 1.352 -4.529 -3.231
O -3.210 -2.551 -4.161 -1.008 -1.239 0.475
O -2.723 -0.639 -5.280 -0.414 1.684 -2.961
O -1.847 -0.909 -3.245 1.400 2.909 5.908
O -0.970 -2.285 -4.830 -1.391 0.826 -0.748
Cl -0.201 -5.295 0.062 6.619 -1.973 1.834
O 0.553 -6.351 0.905 -1.009 1.649 -0.734
O 0.735 -5.033 -1.089 -2.609 0.546 2.228
O -1.353 -5.968 -0.349 -2.977 -0.135 -1.223
O -0.458 -4.172 0.978 -0.063 -0.527 -1.668
Cl 4.672 -2.442 2.941 6.472 -1.039 -1.791
O 5.232 -2.168 4.256 -1.034 0.805 0.955
O 5.955 -2.837 2.158 -3.119 1.513 0.906
O 3.844 -3.546 2.951 -2.466 -4.177 1.129
O 3.870 -1.421 2.414 0.015 2.805 -0.342
Cl 1.295 3.747 3.122 -1.763 5.179 -2.225
O 0.674 2.811 3.958 0.992 -3.882 2.473
O 1.960 3.340 1.932 1.062 -1.907 0.214
O 0.103 4.450 2.644 1.045 1.572 0.336
O 2.257 4.607 3.886 -1.186 -1.020 -0.254
```
Positions in Å, forces in eV/Å.

Values from the calculation:
- LUMO energy: 7.70 eV
- Gap between HOMO and LUMO: 2.8 eV
- Net charge: -6
- HOMO energy: 4.90 eV

Entry 2:
This record from OMol25 describes a molecular structure, ClCu2F. The level of theory is wB97M-V/def2-TZVPD.

```
4
Properties=species:S:1:pos:R:3:forces:R:3
Cu -19.291 -16.763 -22.426 1.082 1.634 0.312
Cu -22.062 -19.332 -22.931 -5.844 -2.171 -5.295
F -21.755 -19.511 -21.379 -0.619 -1.845 6.365
Cl -20.411 -18.402 -22.756 5.381 2.382 -1.382
```
Positions in Å, forces in eV/Å.

Values from the calculation:
- LUMO energy (alpha / beta): -11.90 / -16.09 eV
- Gap between HOMO and LUMO (alpha / beta): 10.3 / 6.3 eV
- Net charge: +2
- HOMO energy (alpha / beta): -22.22 / -22.44 eV
- Multiplicity: 3

Entry 3:
This record from OMol25 describes a molecular structure, ClCu6O12P2. The level of theory is wB97M-V/def2-TZVPD.

```
21
Properties=species:S:1:pos:R:3:forces:R:3
Cu 2.334 0.021 1.802 0.710 1.984 -0.651
Cu -2.574 -1.252 -1.546 -0.577 -0.161 1.237
Cu 0.790 -2.639 -1.652 0.198 0.246 0.121
Cu -0.209 3.742 -1.074 1.696 -1.061 1.046
Cu -0.674 -3.193 1.379 -1.447 0.599 -1.399
Cu 3.117 -0.355 -2.611 -0.482 -0.109 0.919
P 3.221 2.500 0.789 0.901 0.853 1.226
O 2.395 3.470 -0.093 -0.756 -0.662 -0.639
O 4.696 2.935 0.810 -0.266 0.692 -0.069
O 3.487 1.008 0.353 -1.449 -1.080 -0.433
O 2.592 2.380 2.218 -0.211 -1.273 -0.743
P -3.909 -1.907 0.576 -0.587 0.427 -1.102
O -4.801 -1.676 -0.676 0.325 -0.098 -1.039
O -2.870 -2.989 0.015 1.139 0.244 1.206
O -4.690 -2.118 1.812 0.146 -1.185 0.948
O -3.228 -0.529 0.600 0.775 0.621 -0.322
Cl 0.070 0.103 -0.523 -2.411 1.432 -0.671
O 1.392 -0.411 -0.540 1.764 -1.749 -1.152
O -0.589 0.308 -1.821 0.444 -1.474 -0.555
O -0.752 -0.821 0.214 0.708 0.225 0.449
O 0.202 1.423 -0.032 -0.619 1.529 1.621
```
Positions in Å, forces in eV/Å.

Values from the calculation:
- LUMO energy: -1.62 eV
- Gap between HOMO and LUMO: 2.0 eV
- Net charge: -1
- HOMO energy: -3.66 eV

Entry 4:
This record from OMol25 describes 2 unconnected molecules or ions with the total composition ClF3. The level of theory is wB97M-V/def2-TZVPD.

```
4
Properties=species:S:1:pos:R:3:forces:R:3
F -1.491 -0.365 -0.613 0.144 0.098 -0.462
Cl -1.027 -0.045 -2.155 -0.139 -0.096 0.468
F 1.227 0.659 2.107 0.181 -0.169 0.084
F 2.204 -0.208 2.577 -0.186 0.166 -0.090
```
Positions in Å, forces in eV/Å.

Values from the calculation:
- LUMO energy: -1.02 eV
- Gap between HOMO and LUMO: 10.9 eV
- SMILES string: FCl.FF
- HOMO energy: -11.92 eV

Entry 5:
This record from OMol25 describes a molecular structure, ClF4O4Sr3. The level of theory is wB97M-V/def2-TZVPD.

```
12
Properties=species:S:1:pos:R:3:forces:R:3
Sr 0.920 1.331 -1.471 -1.207 -1.358 -0.744
Sr -0.497 -2.620 0.978 -0.700 2.042 -1.791
Sr -2.000 -1.067 -2.817 2.111 1.244 1.847
F 0.929 -0.131 -3.346 -0.494 0.314 0.722
F -0.213 -0.820 -0.848 -0.267 -0.829 0.495
F -1.395 1.351 -2.278 0.005 -1.029 0.002
F -2.270 -2.886 -0.859 1.010 0.712 0.206
Cl 0.878 0.999 2.113 3.509 0.544 3.922
O 1.992 1.147 1.165 -1.200 -0.452 -1.287
O -0.066 2.036 1.917 -0.263 0.412 -0.267
O 0.208 -0.263 2.019 -1.371 -2.758 -1.685
O 1.514 0.923 3.426 -1.133 1.158 -1.420
```
Positions in Å, forces in eV/Å.

Values from the calculation:
- LUMO energy: -4.60 eV
- Gap between HOMO and LUMO: 8.4 eV
- Net charge: +1
- HOMO energy: -13.04 eV

Entry 6:
This record from OMol25 describes ClFH2NP in the gas phase. The level of theory is wB97M-V/def2-TZVPD.

```
6
Properties=species:S:1:pos:R:3:forces:R:3
N 0.217 -0.294 -0.773 0.500 4.046 1.390
P 0.264 -0.156 0.985 -0.898 1.588 -2.138
F -1.193 -0.721 1.153 -0.420 -0.843 0.608
Cl -0.419 1.883 1.042 0.848 -0.824 -0.008
H 0.695 0.470 -1.340 -0.851 -1.540 1.187
H 0.435 -1.182 -1.067 0.822 -2.426 -1.039
```
Positions in Å, forces in eV/Å.

Values from the calculation:
- LUMO energy: 0.42 eV
- Gap between HOMO and LUMO: 10.4 eV
- SMILES string: NP(F)Cl
- HOMO energy: -9.98 eV

Entry 7:
This record from OMol25 describes ClFIPS in the gas phase. The level of theory is wB97M-V/def2-TZVPD.

```
5
Properties=species:S:1:pos:R:3:forces:R:3
F -0.521 0.450 -1.207 0.841 -0.111 1.858
P -0.177 -0.056 0.312 1.093 2.486 0.662
S 1.252 1.005 1.554 -3.048 -2.091 -2.712
Cl 0.347 -1.900 -0.175 0.177 -0.344 0.152
I -2.552 -0.203 0.976 0.937 0.060 0.041
```
Positions in Å, forces in eV/Å.

Values from the calculation:
- LUMO energy: -1.62 eV
- Gap between HOMO and LUMO: 7.9 eV
- SMILES string: F[P@](=S)(Cl)I
- HOMO energy: -9.55 eV

Entry 8:
This record from OMol25 describes 2 unconnected molecules or ions with the total composition ClFN2O3. The level of theory is wB97M-V/def2-TZVPD.

```
7
Properties=species:S:1:pos:R:3:forces:R:3
N -0.823 -1.509 -0.870 -0.297 -1.081 2.484
N 0.255 2.223 1.748 1.159 -0.107 -3.770
O 0.118 -0.915 -1.164 0.606 1.124 -0.561
O -1.422 -2.434 -1.217 -0.662 -0.544 -1.231
O 0.629 2.186 0.657 -2.758 0.541 4.115
F -1.329 -1.153 0.528 0.367 0.542 -0.683
Cl 2.572 1.601 0.317 1.584 -0.476 -0.354
```
Positions in Å, forces in eV/Å.

Values from the calculation:
- LUMO energy (alpha / beta): -1.50 / -1.81 eV
- Gap between HOMO and LUMO (alpha / beta): 9.1 / 8.4 eV
- HOMO energy (alpha / beta): -10.57 / -10.26 eV

Looking at F_max for the records above, in order, we have 13.04; 8.18; 2.88; 0.50; 5.29; 4.31; 4.58; 4.98 eV/Å.
Looking at total energy for the records above, in order, we have -6126.76553; -3840.01972; -11888.11117; -759.52602; -1252.60453; -957.42629; -1597.35132; -894.99717 Eh.